{"formula": "C12H18N4O4", "method": "wB97M-V/def2-TZVPD", "symbols": ["C", "C", "N", "N", "C", "C", "O", "N", "C", "C", "C", "C", "C", "O", "C", "C", "C", "N", "O", "O", "H", "H", "H", "H", "H", "H", "H", "H", "H", "H", "H", "H", "H", "H", "H", "H", "H", "H"], "coordinates": [[2.05799, 2.01190, -1.77115], [1.82192, 0.92109, -0.80077], [1.89441, -0.34618, -1.13755], [1.64850, -1.06760, -0.02950], [1.44870, -2.48367, -0.15644], [-0.06715, -2.73836, -0.31150], [-0.67579, -3.50287, 0.40160], [-0.60415, -2.00499, -1.30644], [-2.01530, -1.69101, -1.32216], [-2.30937, -0.60919, -0.26527], [-3.69074, 0.04991, -0.42538], [-3.35560, 1.44708, -0.95152], [-1.97804, 1.67644, -0.33729], [-1.33234, 0.42003, -0.40256], [1.38334, -0.30004, 1.03712], [1.04062, -0.85571, 2.36371], [1.50062, 1.01842, 0.58240], [1.25762, 2.19487, 1.29981], [1.28091, 3.24874, 0.68778], [1.01966, 2.10985, 2.49374], [2.32376, 1.58915, -2.73564], [2.85522, 2.66359, -1.41828], [1.16310, 2.62409, -1.86677], [1.98066, -2.81983, -1.04820], [1.81706, -3.01268, 0.72354], [-0.00858, -1.30420, -1.73205], [-2.27593, -1.33236, -2.31883], [-2.57887, -2.59563, -1.08790], [-2.19907, -1.06607, 0.72838], [-4.18934, 0.11697, 0.54081], [-4.32548, -0.51449, -1.10521], [-3.28096, 1.44016, -2.03935], [-4.07764, 2.20044, -0.64853], [-2.06911, 1.99811, 0.70987], [-1.36240, 2.39597, -0.87809], [1.91233, -1.33626, 2.80928], [0.25191, -1.60104, 2.27180], [0.71461, -0.05407, 3.02038]], "forces_ev_per_a": [[0.00, 0.03, -0.15], [-0.16, 0.05, 0.59], [0.28, 0.19, -0.82], [0.18, 0.62, 0.56], [-0.38, -0.48, 0.07], [0.67, 0.01, -0.25], [-0.24, -0.20, 0.33], [-0.07, 0.16, -0.39], [-0.09, 0.21, 0.48], [-0.19, -0.51, -0.10], [0.18, 0.01, 0.07], [0.23, -0.04, 0.07], [-0.19, 0.31, 0.01], [0.02, -0.17, -0.18], [0.06, 0.60, 0.08], [-0.12, -0.05, 0.17], [0.33, -1.47, -0.79], [-0.13, 0.37, 0.39], [0.02, 0.20, -0.13], [-0.04, 0.07, 0.25], [0.02, -0.02, -0.07], [0.01, 0.05, -0.05], [0.01, 0.06, -0.05], [0.01, 0.07, 0.13], [-0.09, 0.06, -0.11], [0.00, -0.09, 0.11], [-0.07, -0.02, 0.02], [-0.04, 0.08, -0.10], [-0.01, 0.05, -0.11], [-0.05, -0.03, -0.02], [-0.09, -0.05, 0.00], [0.00, 0.05, -0.03], [-0.06, 0.05, -0.04], [0.02, 0.04, -0.07], [-0.03, 0.02, 0.07], [0.03, -0.04, 0.05], [-0.05, -0.09, 0.03], [0.02, -0.11, -0.04]], "lowdin_charge": [-0.019, -0.261, 0.131, -0.104, -0.019, -0.485, 0.074, 0.081, -0.106, -0.302, -0.120, -0.145, -0.189, -0.121, -0.163, 0.020, -0.079, -0.347, 0.074, 0.067, 0.081, 0.087, 0.076, 0.137, 0.134, 0.119, 0.132, 0.131, 0.149, 0.116, 0.113, 0.114, 0.113, 0.130, 0.120, 0.100, 0.086, 0.076], "gap_ev": 9.66, "smiles": "Cc1nn(CC(=O)NC[C@@H]2CCCO2)c(C)c1[N+](=O)[O-]"}

***

{"formula": "C4H12N2", "method": "wB97M-V/def2-TZVPD", "symbols": ["C", "N", "C", "H", "H", "H", "H", "H", "C", "C", "N", "H", "H", "H", "H", "H", "H", "H"], "coordinates": [[2.39251, -0.89991, 0.64046], [1.57499, -0.44618, -0.20332], [1.19097, -1.35347, -1.28880], [2.82099, -1.90380, 0.57343], [2.69391, -0.27793, 1.47666], [0.50019, -0.83619, -1.94871], [0.70609, -2.25464, -0.91245], [2.05979, -1.63460, -1.88380], [-2.31454, -0.10210, 0.02586], [-1.77780, 1.09015, 0.80200], [-0.70416, 1.73440, 0.05306], [-1.54382, -0.86337, -0.10083], [-3.14317, -0.55487, 0.55629], [-2.64447, 0.21624, -0.96334], [-2.57735, 1.82105, 0.93724], [-1.45554, 0.75294, 1.79745], [0.08280, 1.10212, -0.09764], [-0.33413, 2.52753, 0.56310]], "forces_ev_per_a": [[-0.07, 0.09, -0.06], [0.01, -0.35, 0.04], [0.03, 0.31, -0.13], [0.03, -0.07, 0.03], [0.05, 0.05, 0.04], [-0.10, -0.02, -0.02], [0.02, -0.01, 0.06], [0.08, -0.08, 0.02], [0.16, 0.20, -0.02], [0.22, -0.10, -0.11], [0.18, 0.10, -0.14], [0.06, -0.01, -0.01], [-0.24, -0.14, 0.06], [-0.03, -0.03, 0.00], [-0.02, -0.01, 0.08], [-0.10, 0.02, 0.04], [-0.20, 0.04, 0.14], [-0.07, 0.02, -0.02]], "lowdin_charge": [-0.067, -0.095, -0.139, 0.077, 0.066, 0.065, 0.076, 0.075, -0.116, -0.362, -0.024, 0.048, 0.062, 0.071, 0.098, 0.096, 0.013, 0.056], "gap_ev": 9.69, "smiles": "C=NC.CCN"}

***

{"formula": "C5H7NO", "method": "wB97M-V/def2-TZVPD", "symbols": ["O", "C", "C", "C", "C", "C", "N", "H", "H", "H", "H", "H", "H", "H"], "coordinates": [[2.61597, -1.70900, 0.08220], [2.55725, -0.30274, -0.04971], [1.18258, 0.21488, 0.05744], [0.03641, 0.57303, 0.17941], [-1.34922, 0.97149, 0.32256], [-2.40633, -0.04912, 0.09238], [-2.14434, 0.44283, 1.43728], [2.19733, -1.93930, 0.92120], [3.19630, 0.19978, 0.69254], [2.96601, -0.07286, -1.03888], [-1.56283, 2.01213, 0.08642], [-2.07361, -1.04872, -0.18014], [-3.35722, 0.25697, -0.33549], [-1.59349, -0.23196, 1.96236]], "forces_ev_per_a": [[-0.04, -0.13, 0.23], [0.02, 0.36, -0.10], [-0.47, 0.10, 0.09], [0.47, -0.14, -0.05], [0.10, 0.11, -0.11], [-0.13, -0.11, -0.25], [0.07, -0.08, 0.24], [0.07, -0.04, -0.15], [-0.11, -0.11, -0.12], [-0.08, -0.01, 0.15], [0.05, -0.20, 0.02], [-0.04, 0.18, 0.07], [0.14, -0.03, 0.07], [-0.05, 0.09, -0.09]], "lowdin_charge": [-0.061, -0.279, 0.014, 0.017, -0.329, -0.147, 0.018, 0.089, 0.118, 0.122, 0.134, 0.110, 0.099, 0.093], "gap_ev": 10.03, "smiles": "OCC#C[C@H]1CN1"}

***

{"formula": "C3H12F2HfN6O3", "method": "wB97M-V/def2-TZVPD", "symbols": ["Hf", "F", "F", "C", "O", "N", "N", "H", "H", "H", "H", "C", "O", "N", "N", "H", "H", "H", "H", "C", "O", "N", "N", "H", "H", "H", "H"], "coordinates": [[2.26348, 2.25559, 0.99475], [0.73615, 0.70075, 0.14763], [3.53793, 0.33263, 1.02710], [-1.21595, 2.73925, 2.05187], [-0.00899, 2.88342, 2.01748], [-1.92332, 2.08663, 1.18200], [-1.92110, 3.46371, 2.85058], [-2.93046, 2.01082, 1.18463], [-1.32771, 1.67276, 0.47911], [-2.92451, 3.43003, 2.74057], [-1.36732, 3.97190, 3.52524], [2.02644, -3.06502, -0.47261], [1.81894, -4.28230, -0.65522], [1.17044, -2.23969, 0.23541], [3.20860, -2.48254, -0.51811], [1.23324, -1.23169, 0.24605], [0.21120, -2.54584, 0.15656], [3.26640, -1.58207, -0.06435], [3.91759, -3.00529, -1.01225], [-1.66693, -0.57143, -2.32138], [-2.65162, -0.49049, -3.07256], [-0.48051, -1.11298, -2.63774], [-1.60551, -0.26244, -1.10779], [0.28840, -1.17727, -1.98601], [-0.46774, -1.46379, -3.58476], [-0.70460, 0.03338, -0.76001], [-2.48257, -0.06804, -0.64619]], "forces_ev_per_a": [[-3.16, -7.55, -0.30], [2.87, 3.36, 1.41], [-2.39, 4.65, -0.05], [-2.95, 0.81, -0.93], [7.00, -0.37, -0.90], [0.59, -2.11, -2.16], [-0.67, 1.32, 2.44], [0.36, -0.10, -0.12], [-0.79, -0.49, -0.41], [0.23, 0.54, 0.83], [-0.96, 0.29, 0.28], [-0.79, -2.91, 2.36], [-0.13, 2.60, -0.69], [-2.29, -0.23, -0.30], [1.67, 0.43, -1.31], [0.39, -0.22, -0.24], [-0.06, -0.10, 0.28], [0.92, -0.27, -0.44], [0.34, 0.60, 0.40], [-1.31, -1.97, -5.99], [1.17, -0.16, 0.90], [0.97, -0.62, -2.82], [-1.35, 2.88, 7.38], [-0.25, -0.40, -0.47], [0.79, -0.05, 0.21], [-0.56, -0.23, 0.54], [0.36, 0.28, 0.10]], "lowdin_charge": [2.061, -0.503, -0.536, -0.742, -0.118, 0.225, 0.219, 0.148, 0.083, 0.145, 0.145, -0.683, 0.021, 0.124, 0.156, 0.024, 0.099, 0.065, 0.125, -0.764, 0.032, 0.163, 0.143, 0.077, 0.121, 0.046, 0.123], "total_charge": 1, "gap_ev": [4.18, 3.75], "multiplicity": 2}

***

{"formula": "C3H3N5", "method": "wB97M-V/def2-TZVPD", "symbols": ["H", "N", "C", "N", "C", "C", "N", "N", "N", "H", "H"], "coordinates": [[-0.62123, 1.83711, -2.12869], [-1.16925, 1.07169, -1.66543], [-0.30154, 0.30464, -1.10990], [-0.47778, -1.04582, -0.81865], [-0.31166, -1.39128, 0.42899], [0.12734, -0.36851, 1.47376], [0.77609, 0.71431, 1.27100], [1.58653, 0.99080, 0.15989], [1.02864, 0.83190, -0.98925], [-0.47850, -2.41348, 0.78924], [-0.15864, -0.53135, 2.58903]], "forces_ev_per_a": [[-0.77, -0.27, 1.06], [1.40, -1.04, -0.32], [-0.59, 2.08, -0.99], [-0.17, -0.85, 2.60], [0.79, 1.57, -0.57], [-0.81, -0.62, 0.75], [1.03, -0.12, 0.93], [-3.41, -1.10, -2.82], [2.40, -0.10, 1.95], [0.04, 0.24, -0.51], [0.09, 0.21, -2.09]], "lowdin_charge": [0.071, 0.154, -0.542, 0.142, -0.065, -0.122, 0.006, 0.041, 0.073, 0.108, 0.133], "gap_ev": 8.87, "smiles": "[H]/N=c1/nccnnn1"}

***

{"formula": "C20H54F3O10S8", "method": "wB97M-V/def2-TZVPD", "symbols": ["C", "O", "O", "C", "F", "F", "F", "C", "C", "H", "H", "H", "H", "H", "H", "C", "S", "O", "C", "H", "H", "H", "H", "H", "H", "C", "S", "O", "C", "H", "H", "H", "H", "H", "H", "C", "S", "O", "C", "H", "H", "H", "H", "H", "H", "C", "S", "O", "C", "H", "H", "H", "H", "H", "H", "C", "S", "O", "C", "H", "H", "H", "H", "H", "H", "C", "S", "O", "C", "H", "H", "H", "H", "H", "H", "C", "S", "O", "C", "H", "H", "H", "H", "H", "H", "C", "S", "O", "C", "H", "H", "H", "H", "H", "H"], "coordinates": [[1.98537, -0.15391, 0.31131], [2.18276, -1.11071, -0.82168], [3.27202, 0.35167, 0.50085], [0.77334, 0.81614, -0.03926], [0.87170, 1.53038, -1.20340], [-0.43173, 0.36192, -0.12522], [0.82445, 1.73800, 0.93561], [2.05879, -2.44924, -0.57958], [2.25596, -3.30402, -1.80510], [1.76312, -4.27294, -1.72497], [1.87571, -2.65118, -2.59080], [3.32118, -3.48064, -1.95403], [1.09049, -2.57354, -0.09476], [2.67010, -2.91762, 0.19178], [1.64989, -0.75139, 1.15899], [-7.61133, 5.43646, 2.75270], [-6.24008, 6.61274, 2.80588], [-6.39012, 7.53113, 4.01359], [-4.97387, 5.26257, 3.40820], [-7.67195, 4.84178, 1.84122], [-8.54130, 5.96534, 2.96138], [-7.66979, 4.79980, 3.63551], [-4.12509, 5.58991, 4.00863], [-4.61076, 4.88220, 2.45344], [-5.56944, 4.58079, 4.01530], [-2.02858, 7.55129, -4.64380], [-3.79464, 7.18937, -4.95200], [-3.80250, 5.85474, -5.76599], [-4.28480, 6.97595, -3.17969], [-1.98398, 8.46931, -4.05784], [-1.59812, 7.73641, -5.62795], [-1.68328, 6.69913, -4.05841], [-5.35235, 6.77500, -3.26939], [-4.16980, 7.93436, -2.67340], [-3.90265, 6.11362, -2.63339], [-3.38436, 0.26968, -4.35352], [-2.15676, -1.00646, -4.94190], [-3.06777, -2.00548, -5.59634], [-1.43155, 0.10892, -6.31680], [-3.77125, -0.25398, -3.47933], [-4.19482, 0.49039, -5.04817], [-2.80095, 1.15968, -4.11765], [-0.93357, 0.99015, -5.91238], [-2.16751, 0.41356, -7.06088], [-0.75997, -0.46757, -6.95299], [4.25531, 6.48763, 7.66141], [3.47030, 4.96348, 8.25037], [2.37017, 5.49266, 9.14357], [2.50481, 4.54926, 6.71532], [4.75238, 6.34860, 6.70136], [4.98401, 6.76788, 8.42203], [3.61817, 7.35641, 7.49597], [3.02266, 3.68566, 6.29802], [2.48316, 5.24861, 5.87953], [1.44072, 4.50449, 6.94729], [7.07146, 8.63609, 0.99664], [5.25226, 8.48855, 1.31967], [4.75548, 9.69141, 0.55822], [4.81370, 7.04184, 0.41360], [7.69608, 7.87587, 1.46569], [7.42000, 9.58742, 1.39860], [7.18495, 8.83161, -0.06966], [5.38359, 6.18929, 0.78306], [4.92760, 7.13413, -0.66651], [3.81264, 6.72957, 0.71099], [-2.20149, -5.54363, 2.63740], [-2.51144, -6.66741, 1.22154], [-3.47191, -7.67671, 1.77847], [-3.28794, -5.51463, 0.00115], [-1.49714, -6.00565, 3.32915], [-3.22828, -5.42922, 2.98485], [-1.72531, -4.69919, 2.13913], [-4.23308, -5.22209, 0.45857], [-3.79640, -6.00764, -0.82741], [-2.58140, -4.72287, -0.24791], [0.01958, -7.68347, -5.86019], [0.16300, -9.33712, -5.11509], [1.02125, -8.97161, -3.89293], [-1.57727, -9.62440, -4.63022], [-0.50721, -7.69039, -6.81442], [0.92634, -7.09655, -6.00649], [-0.62733, -7.00032, -5.30981], [-1.34641, -10.45624, -3.96476], [-2.11326, -9.90675, -5.53636], [-2.07227, -8.79530, -4.12459], [3.17673, -10.52535, 1.76208], [3.39724, -10.47872, 3.52257], [4.31209, -11.59874, 3.94512], [4.33466, -8.90042, 3.63382], [3.82394, -11.25824, 1.28032], [3.25009, -9.51211, 1.36702], [2.19700, -10.91907, 1.49149], [5.15214, -9.00799, 2.92090], [4.60450, -8.91639, 4.68977], [3.69004, -8.07625, 3.32836]], "forces_ev_per_a": [[4.79, -0.26, -0.99], [-0.51, 0.95, -0.91], [-4.10, 0.12, 0.22], [3.61, 1.45, -0.79], [0.86, -0.08, -0.12], [-2.31, -1.84, 0.74], [-0.66, 0.50, 0.63], [-1.09, -1.06, 1.70], [0.03, 0.88, -0.15], [-0.19, 0.13, -0.14], [-0.09, -0.62, -0.60], [0.01, 0.09, -0.20], [-0.89, -0.62, -0.37], [1.06, 0.65, 0.52], [-0.57, -0.22, 0.46], [-1.00, -0.07, 1.06], [1.59, -0.15, 2.62], [-0.41, -1.05, -1.57], [-1.05, 0.78, -0.89], [0.18, 0.24, 0.00], [-0.01, 0.65, -0.86], [0.83, -0.37, -0.02], [-0.29, 0.75, -0.24], [-0.02, -0.61, 0.25], [0.19, -0.17, -0.35], [-1.17, 0.06, 0.14], [0.51, -1.99, -1.03], [-0.08, 2.48, 2.10], [-0.84, -0.46, -0.89], [0.05, -0.02, 0.06], [0.26, -0.44, 0.24], [0.53, 0.10, -0.42], [-0.15, 0.16, 0.06], [0.24, -0.11, -0.02], [0.65, 0.20, -0.23], [1.22, -0.71, 0.29], [-1.49, 1.62, -1.91], [0.86, 0.00, 0.17], [-0.30, -0.76, -0.09], [-0.15, 0.50, 0.17], [0.37, -0.31, -0.30], [-0.27, 0.04, 0.34], [0.03, -0.22, 0.21], [-0.66, 0.08, 0.56], [0.42, -0.26, 0.59], [0.88, 0.19, -0.34], [-2.64, 1.95, -0.76], [0.97, -0.70, 0.23], [0.86, 0.13, -0.57], [0.30, -0.39, 0.10], [0.10, -0.06, -0.06], [-0.72, -0.47, 0.36], [-0.76, -0.51, 0.09], [0.70, 0.70, 0.34], [0.31, -0.85, 0.60], [-0.36, 0.30, 0.09], [0.94, 1.80, -0.13], [-0.18, -0.75, 0.42], [0.11, -1.17, -0.04], [-0.18, -0.33, -0.47], [-0.57, 0.08, 0.54], [0.04, -0.81, -0.18], [0.52, 0.09, -0.06], [-0.06, 0.17, 0.11], [-0.28, 0.56, -0.29], [-0.35, -0.27, -1.85], [1.07, -1.16, -0.06], [-0.23, 0.67, -0.61], [-1.38, -0.51, 1.37], [-0.37, -0.16, -0.10], [0.34, 0.58, 0.53], [-0.25, 0.50, 0.57], [0.25, 1.08, 0.66], [1.26, -0.63, -0.45], [-0.30, -0.08, -0.08], [-1.31, 0.81, -0.88], [1.63, 2.46, 1.25], [-1.46, -1.22, -1.24], [1.07, 0.19, -0.08], [0.17, -0.52, -0.36], [0.46, -0.88, 0.20], [0.00, -0.40, 0.81], [-0.84, -0.17, 0.09], [-0.01, -0.24, 0.16], [0.30, -0.02, 0.07], [-0.44, -0.31, -1.00], [-0.06, -0.31, 1.06], [-0.31, 0.81, -0.50], [-0.38, -1.32, -0.48], [0.68, 0.43, 0.22], [0.20, -0.19, -0.22], [-0.29, 0.22, 0.44], [0.33, 0.20, 0.40], [0.31, 0.50, -0.25], [-0.02, -0.02, 0.31]], "lowdin_charge": [-0.422, -0.123, -0.264, -0.594, 0.083, 0.157, 0.102, -0.382, -0.081, 0.065, 0.072, 0.068, 0.096, 0.106, 0.118, -0.305, 0.840, -0.594, -0.202, 0.056, 0.048, 0.045, 0.049, 0.034, 0.030, -0.263, 0.831, -0.589, -0.269, 0.046, 0.048, 0.056, 0.033, 0.049, 0.058, -0.252, 0.847, -0.604, -0.245, 0.033, 0.055, 0.043, 0.044, 0.044, 0.033, -0.289, 0.850, -0.595, -0.246, 0.046, 0.038, 0.060, 0.039, 0.045, 0.052, -0.251, 0.809, -0.579, -0.292, 0.047, 0.040, 0.050, 0.057, 0.066, 0.053, -0.241, 0.789, -0.583, -0.253, 0.050, 0.050, 0.043, 0.043, 0.047, 0.053, -0.280, 0.833, -0.583, -0.261, 0.042, 0.056, 0.052, 0.038, 0.048, 0.057, -0.286, 0.801, -0.571, -0.250, 0.061, 0.050, 0.045, 0.053, 0.044, 0.052], "total_charge": -1, "gap_ev": 5.34}

***

Energy relative to the best compared isomer or geometry (same formula, charge and spin) values (in kJ/mol) by entry order: 211.99; 119.84; 323.75; 0.00; 304.94; 346.65.